No. 1
{
  "formula": "C8H17N5O3",
  "method": "ωB97M-V/def2-TZVPD",
  "species": ["C", "C", "C", "C", "C", "C", "C", "C", "H", "H", "H", "H", "H", "H", "H", "H", "H", "H", "H", "H", "H", "H", "H", "H", "H", "N", "N", "N", "N", "N", "O", "O", "O"],
  "xyz": [[1.496726, 2.196306, 0.685091], [0.511287, 1.612368, -0.342550], [1.342297, -0.694192, -0.015236], [2.613905, -1.138159, -0.771896], [0.524906, -2.101873, 0.044852], [-0.633136, -2.125655, 0.999578], [-1.608331, -0.883609, 0.843246], [-3.200233, 0.232927, -0.552133], [3.531629, 2.753941, 0.705658], [3.113729, 2.126902, -0.614084], [1.310070, 3.218513, 0.638695], [1.482215, 1.910280, 1.760466], [-0.046341, 0.039416, -1.523485], [1.581768, -0.372481, 0.984945], [1.156603, -3.040893, 0.444489], [0.357495, -2.419685, -0.964112], [-0.247763, -2.065605, 2.031800], [-1.318974, -3.002510, 0.784098], [-2.466087, -0.832989, 1.772152], [-1.079858, 0.007381, 1.068991], [-2.609735, -1.647394, -0.735058], [-4.531570, -0.904189, -0.755857], [-1.676498, 1.772720, -0.822945], [-3.320078, 2.112963, -0.800255], [3.421524, 0.237895, 0.182364], [2.995197, 1.886112, 0.366815], [0.510267, 0.312661, -0.697409], [-2.150721, -0.786169, -0.499742], [-4.484031, 0.062749, -0.636620], [-2.614224, 1.456348, -0.470959], [-0.198401, 2.351377, -0.983857], [2.533590, -1.789201, -1.777961], [3.702780, -0.486252, -0.349084]],
  "forces_ev_per_angstrom": [[2.081, -1.893, 0.792], [1.188, -1.276, -0.451], [-1.585, -3.342, -0.494], [-0.691, 2.372, -0.910], [2.114, -0.986, 1.608], [-2.680, 1.325, -0.375], [-1.221, -1.018, 2.763], [1.095, 0.144, -0.266], [-0.918, -1.830, 0.241], [-0.157, -0.559, -0.562], [-0.290, 1.818, -0.118], [-0.951, -0.217, -0.817], [0.367, 0.205, 0.918], [-0.040, 0.266, 0.317], [-0.486, 2.420, -0.890], [-0.592, 0.207, -0.610], [-0.407, -0.527, -0.321], [1.169, 0.497, 0.707], [1.916, -0.684, -2.546], [0.577, 0.818, 0.032], [-0.013, -0.671, -0.066], [-1.119, -2.207, 0.002], [-1.107, -1.225, 0.336], [0.244, 0.250, 0.551], [-0.238, 1.766, 1.413], [-0.752, 3.187, 0.061], [1.751, -0.822, 0.572], [-1.641, 0.266, 0.205], [2.347, 1.392, -0.101], [-1.256, 1.696, -0.578], [-0.288, 1.986, -0.270], [0.660, -0.381, 0.530], [0.923, -2.977, -1.673]],
  "orbital_gap_ev": 9.151,
  "e_above_lowest_kcal_mol": 70.34,
  "energy_ha": -814.49659,
  "spin_multiplicity": 1
}


No. 2
{
  "formula": "C17H10CoN5O3",
  "method": "ωB97M-V/def2-TZVPD",
  "species": ["Co", "O", "C", "C", "C", "C", "C", "C", "C", "N", "N", "C", "O", "C", "C", "C", "C", "C", "C", "H", "H", "H", "H", "H", "H", "H", "H", "H", "H", "O", "N", "C", "C", "N", "C", "N"],
  "xyz": [[-0.629221, -1.011477, -0.663704], [-2.407909, -0.846684, -1.021931], [-3.163786, 0.204974, -0.839550], [-4.556844, 0.061509, -1.009742], [-5.391591, 1.137108, -0.860439], [-4.891721, 2.411265, -0.534759], [-3.545108, 2.573268, -0.368030], [-2.656422, 1.484410, -0.511047], [-1.263839, 1.714234, -0.345424], [-0.361376, 0.789829, -0.391272], [0.964091, 1.167211, -0.211918], [1.708755, 0.112092, -0.358593], [1.212326, -1.059780, -0.655342], [3.178156, 0.220425, -0.226715], [3.966641, -0.911133, -0.406216], [5.344756, -0.821469, -0.280706], [5.936600, 0.395832, 0.022411], [5.149684, 1.526957, 0.200668], [3.773830, 1.442633, 0.076513], [-4.934136, -0.919807, -1.263077], [-6.457301, 1.002273, -0.996169], [-5.564592, 3.249205, -0.419974], [-3.135537, 3.545455, -0.120675], [-0.902728, 2.724086, -0.169032], [3.491284, -1.852609, -0.642810], [5.956611, -1.702979, -0.419709], [7.012339, 0.464820, 0.120471], [5.611656, 2.476263, 0.438002], [3.149050, 2.314078, 0.214121], [-0.794450, -2.939210, -0.668483], [-0.835879, -2.453159, 0.481709], [-0.927893, -2.989136, 1.643489], [-0.963287, -2.118394, 2.781408], [-1.003777, -1.422856, 3.692939], [-1.004023, -4.414908, 1.796549], [-1.064369, -5.554312, 1.917027]],
  "forces_ev_per_angstrom": [[-0.261, -0.169, 0.238], [-0.129, 0.013, -0.093], [0.088, -0.105, 0.022], [-0.037, 0.020, 0.010], [-0.009, -0.003, -0.002], [0.009, 0.006, 0.003], [-0.011, 0.006, -0.003], [0.055, 0.041, 0.008], [-0.094, 0.090, 0.031], [0.201, -0.263, 0.134], [-0.144, -0.019, 0.035], [0.070, -0.065, -0.140], [0.103, 0.023, 0.071], [-0.021, 0.011, 0.039], [0.013, 0.002, 0.010], [-0.014, 0.005, -0.005], [0.003, -0.001, 0.001], [0.003, 0.003, -0.004], [-0.001, -0.004, 0.008], [0.002, -0.001, 0.000], [0.001, 0.003, 0.000], [-0.006, -0.005, 0.000], [0.004, -0.003, 0.000], [-0.013, -0.003, -0.003], [0.003, -0.004, 0.000], [-0.001, -0.001, -0.002], [-0.001, 0.000, 0.001], [-0.001, 0.000, -0.001], [0.004, 0.001, 0.001], [-0.004, -0.644, -0.037], [0.264, 1.398, -0.461], [-0.074, -0.433, 0.265], [0.008, -0.040, -0.112], [0.009, 0.004, 0.024], [-0.022, 0.148, -0.045], [0.004, -0.009, 0.008]],
  "orbital_gap_ev": [6.853, 6.857],
  "e_above_lowest_kcal_mol": 0.00,
  "energy_ha": -2535.99502,
  "spin_multiplicity": 1
}


No. 3
{
  "formula": "C14H40O20P4S",
  "method": "ωB97M-V/def2-TZVPD",
  "species": ["C", "O", "P", "O", "O", "C", "O", "C", "H", "H", "H", "H", "H", "H", "H", "H", "H", "C", "O", "P", "O", "O", "C", "O", "C", "H", "H", "H", "H", "H", "H", "H", "H", "H", "C", "O", "P", "O", "O", "C", "O", "C", "H", "H", "H", "H", "H", "H", "H", "H", "H", "C", "O", "P", "O", "O", "C", "O", "C", "H", "H", "H", "H", "H", "H", "H", "H", "H", "C", "C", "O", "S", "O", "O", "O", "H", "H", "H", "H"],
  "xyz": [[15.451218, 8.085840, -26.359969], [16.551207, 7.617214, -25.587688], [16.271974, 6.644137, -24.376771], [15.529415, 7.228520, -23.270095], [15.568770, 5.364712, -25.020773], [14.155214, 5.155110, -24.845699], [17.705798, 6.131227, -24.035217], [18.505384, 5.445892, -25.001082], [14.849937, 8.802811, -25.797461], [14.758702, 7.284712, -26.637903], [15.862694, 8.523372, -27.263236], [13.988691, 4.280881, -24.225560], [13.717136, 5.105365, -25.839610], [13.703478, 6.008506, -24.336854], [19.302750, 6.086976, -25.374345], [17.912293, 5.124120, -25.856539], [18.939802, 4.576032, -24.515418], [13.929877, 6.897798, -20.009667], [14.099501, 5.649489, -19.304516], [12.868021, 5.038164, -18.586572], [11.600571, 5.157420, -19.296882], [12.892411, 5.826079, -17.200515], [11.854079, 5.685135, -16.242047], [13.391610, 3.580474, -18.304198], [12.534013, 2.605268, -17.705551], [14.419356, 7.691840, -19.447646], [12.872809, 7.128919, -20.116436], [14.420503, 6.795704, -20.973806], [12.288418, 5.315818, -15.302941], [11.093855, 4.956260, -16.516535], [11.431984, 6.663999, -16.029444], [13.044409, 2.184807, -16.838142], [12.336953, 1.770623, -18.373282], [11.620646, 3.080647, -17.362212], [9.733998, 11.847313, -19.075292], [10.543780, 10.929124, -18.357484], [10.635159, 9.368639, -18.673122], [9.614084, 8.604453, -17.971581], [12.137494, 9.048404, -18.292845], [12.556432, 9.259320, -16.940100], [10.667491, 9.207167, -20.236942], [11.568760, 10.018259, -21.025108], [9.310749, 12.544946, -18.355140], [8.909959, 11.376091, -19.612307], [10.343486, 12.415643, -19.777979], [13.350003, 8.545721, -16.719090], [11.714513, 9.142970, -16.261816], [13.031992, 10.237384, -16.844163], [12.501774, 10.204823, -20.501809], [11.058991, 10.937370, -21.299891], [11.734714, 9.435241, -21.925924], [9.069163, 1.858647, -16.731071], [9.409120, 2.358187, -15.426775], [9.952667, 1.311961, -14.383356], [9.098013, 0.166242, -14.125958], [11.385552, 0.950591, -14.980616], [11.878288, -0.387688, -14.840176], [10.259720, 2.193808, -13.125454], [10.545257, 3.589925, -13.196752], [9.721958, 1.033953, -17.017802], [9.121260, 2.667450, -17.452744], [8.051941, 1.471012, -16.694505], [11.416409, -0.923659, -14.019265], [12.961274, -0.318854, -14.720935], [11.760992, -0.915861, -15.789605], [10.791250, 3.935826, -14.201798], [11.450590, 3.791196, -12.623020], [9.688704, 4.137064, -12.815007], [12.558112, 1.163052, -22.777115], [12.585840, 1.055393, -21.256244], [12.117539, 2.353424, -20.886617], [10.839216, 2.711931, -21.772228], [10.838094, 4.067868, -22.152644], [9.654322, 2.134779, -21.259650], [11.311592, 1.785717, -23.014174], [12.588835, 0.218252, -23.315363], [13.410469, 1.753574, -23.127233], [13.576156, 0.937834, -20.827284], [11.919485, 0.257705, -20.922266]],
  "forces_ev_per_angstrom": [[-0.542, 0.039, -0.030], [0.131, -0.014, -0.401], [-0.271, -0.403, 0.064], [-0.145, 0.193, 0.370], [-0.050, 0.085, 0.024], [-0.035, 0.743, 0.051], [0.317, 0.039, 0.155], [0.137, -0.186, -0.350], [0.280, 0.186, -0.006], [0.305, -0.168, -0.046], [-0.042, 0.130, 0.026], [-0.014, -0.218, -0.230], [-0.086, -0.455, 0.045], [0.083, -0.067, 0.089], [-0.054, 0.164, 0.199], [-0.059, -0.066, 0.081], [-0.023, 0.004, 0.037], [0.184, 0.082, -0.045], [0.720, 0.091, -0.254], [-0.374, 0.524, -0.013], [-0.617, -0.369, 0.087], [0.138, -0.179, 0.101], [0.203, -0.187, 0.850], [0.320, -0.488, -0.057], [0.299, 0.037, 0.625], [-0.014, -0.062, 0.105], [-0.013, -0.022, -0.129], [-0.083, -0.014, -0.066], [0.154, 0.088, -0.201], [-0.218, 0.311, -0.334], [-0.288, -0.046, -0.256], [0.038, 0.189, 0.044], [-0.165, 0.275, -0.330], [-0.272, -0.292, -0.121], [-0.305, 0.311, 0.073], [0.435, 0.122, -0.220], [-0.156, 0.095, 0.296], [-0.094, -0.257, -0.110], [0.135, 0.101, 0.150], [0.605, 0.012, -0.042], [0.033, 0.234, -0.061], [-0.495, -0.545, -0.192], [-0.006, -0.032, 0.028], [0.074, -0.190, 0.036], [0.046, -0.045, -0.003], [-0.291, -0.294, -0.042], [0.066, 0.043, 0.144], [-0.407, 0.167, -0.023], [0.039, 0.031, 0.024], [0.116, 0.140, 0.048], [0.232, 0.058, -0.039], [-0.502, -0.341, 0.049], [0.191, 0.385, -0.349], [0.115, 0.137, -0.109], [-0.113, -0.535, 0.192], [-0.052, -0.221, -0.015], [0.805, 0.016, -0.669], [-0.148, 0.236, 0.098], [0.613, 0.341, -0.111], [0.156, 0.127, -0.069], [0.144, 0.104, 0.079], [-0.020, 0.046, -0.039], [-0.086, -0.017, 0.003], [-0.101, 0.104, 0.393], [-0.450, -0.080, 0.151], [-0.365, -0.254, -0.091], [-0.249, -0.111, 0.361], [0.054, 0.090, 0.059], [0.643, -0.420, 0.289], [0.341, -0.246, -0.538], [-0.479, 0.359, 0.515], [0.172, -0.347, -0.705], [0.460, 0.277, -0.037], [-0.167, -0.373, 0.469], [-0.373, 0.447, -0.408], [-0.225, -0.112, 0.173], [-0.259, 0.301, -0.030], [0.024, 0.025, -0.018], [-0.103, 0.166, 0.206]],
  "orbital_gap_ev": 10.450,
  "e_above_lowest_kcal_mol": 7.66,
  "energy_ha": -3826.16647,
  "spin_multiplicity": 1
}


No. 4
{
  "formula": "C2H6N2O2",
  "method": "ωB97M-V/def2-TZVPD",
  "species": ["C", "C", "N", "N", "O", "O", "H", "H", "H", "H", "H", "H"],
  "xyz": [[2.319236, -0.192054, 0.057987], [-2.355639, 0.106836, 0.356944], [1.564044, 0.882443, 0.380372], [-0.219579, 0.405646, -0.789686], [-0.156619, -0.777035, -1.093843], [-1.398708, 0.923560, -0.334870], [3.213080, -0.097505, 0.729754], [2.974634, -0.048272, -0.861971], [1.666252, -1.095915, 0.123345], [-2.580404, 0.691518, 1.285058], [-1.836425, -0.992265, 0.440943], [-3.189872, 0.193042, -0.294037]],
  "forces_ev_per_angstrom": [[1.419, -0.230, -0.336], [1.979, -1.469, 0.353], [-0.442, 1.513, 0.442], [0.359, -1.817, -1.701], [-1.206, 2.386, 1.351], [1.144, 0.136, 0.288], [-0.734, -0.650, 0.488], [-1.243, -0.462, 0.030], [1.325, -0.082, -0.274], [0.384, -1.088, -0.484], [-1.877, 2.642, 0.126], [-1.108, -0.878, -0.284]],
  "orbital_gap_ev": [8.432, 8.409],
  "e_above_lowest_kcal_mol": 209.78,
  "energy_ha": -339.49834,
  "spin_multiplicity": 1
}


No. 5
{
  "formula": "CH3N2S",
  "method": "ωB97M-V/def2-TZVPD",
  "species": ["C", "N", "N", "S", "H", "H", "H"],
  "xyz": [[0.512311, 1.254690, 0.011638], [-2.280561, -0.633435, -0.069142], [1.322224, 0.320305, -0.164459], [-1.797171, 0.819952, 0.045421], [-3.184429, -0.691109, -0.371659], [2.305026, 0.700702, -0.302396], [1.241174, -0.657515, -0.271579]],
  "forces_ev_per_angstrom": [[-1.556, 1.141, 0.314], [4.140, 0.866, 0.720], [2.079, 1.040, -0.358], [0.648, -0.620, -0.086], [-3.724, -0.284, -0.799], [-1.113, -0.577, 0.216], [-0.474, -1.567, -0.007]],
  "charge": 1,
  "orbital_gap_ev": [7.280, 7.279],
  "e_above_lowest_kcal_mol": 69.52,
  "energy_ha": -547.15036,
  "spin_multiplicity": 1
}


No. 6
{
  "formula": "C4H2Br2N2O2",
  "method": "ωB97M-V/def2-TZVPD",
  "species": ["C", "C", "C", "C", "N", "N", "O", "O", "Br", "Br", "H", "H"],
  "xyz": [[-0.001033, -1.425789, -0.013134], [1.171421, -0.672225, -0.000525], [1.255642, 0.742106, 0.008505], [-1.240677, -0.906531, -0.002954], [-0.011387, 1.422627, 0.002119], [-1.209332, 0.934822, 0.011924], [-2.243635, 1.557385, 0.015581], [2.238945, 1.447399, 0.018316], [2.831353, -1.575816, -0.002958], [-2.969638, -1.462406, -0.004199], [0.089659, -2.505943, -0.025680], [0.088686, 2.444368, -0.006999]],
  "forces_ev_per_angstrom": [[0.244, 0.443, 0.041], [0.333, 0.020, -0.023], [0.190, -1.337, 0.004], [-0.243, 4.068, 0.024], [-0.287, 1.318, -0.002], [-0.771, -5.005, -0.058], [1.029, 0.240, -0.003], [0.000, 0.513, -0.007], [-0.139, 0.021, 0.000], [0.016, -0.018, 0.000], [-0.097, -0.010, -0.001], [-0.273, -0.255, 0.024]],
  "orbital_gap_ev": [6.986, 6.984],
  "e_above_lowest_kcal_mol": 29.77,
  "energy_ha": -5561.48203,
  "spin_multiplicity": 1
}